92
Properties=species:S:1:pos:R:3:forces:R:3:mulliken_charge:R:1 method="wB97M-V/def2-TZVPD" orbital_gap_ev=9.675 max_force_ha_per_bohr=0.0966 smiles="C[C@@H](Br)CBC[C@H](C)OCc1ccccc1.NC(N)=O.NC(N)=O.NC(N)=O.NC(N)=O.NC(N)=O.NC(N)=O.NC(N)=O" e_homo_ev=-9.3 total_energy_ev=-129484.8908
C -0.77288 -0.81378 -2.17679 0.494 0.253 -0.606 -1.52
C -0.07817 0.00501 -3.26274 -0.777 -1.248 0.564 2.07
Br 1.30524 -1.17191 -4.04978 0.340 0.271 -0.049 -0.14
C -1.01362 0.46559 -4.32874 0.452 0.967 -0.325 -1.04
B -1.81568 1.77416 -3.94868 -0.269 -0.153 -0.401 0.16
C -2.52859 1.98908 -2.58544 0.690 0.372 -0.496 -1.35
C -1.50220 2.62998 -1.64519 -1.197 0.020 0.154 2.10
C -2.13329 2.91478 -0.28990 0.559 -0.360 -0.355 -2.03
O -1.03777 3.80958 -2.28597 0.628 -0.117 0.118 -0.46
C 0.19867 4.27661 -1.74917 -0.421 0.235 -0.584 -1.44
C 1.35522 3.45970 -2.21851 -3.744 2.612 1.503 0.58
C 1.63334 3.41759 -3.50166 -2.116 2.119 -2.447 -0.08
C 2.61435 2.66673 -3.91892 0.475 0.158 -4.941 -1.30
C 3.30685 1.94996 -3.08453 3.539 -2.871 -0.826 0.06
C 3.05826 1.98843 -1.80151 1.146 -1.443 3.052 -0.08
C 2.05864 2.76617 -1.37288 0.685 -1.140 3.882 -0.46
H -0.27312 -0.64626 -1.24851 0.188 -0.050 0.860 0.32
H -1.80191 -0.52585 -2.11272 -0.507 0.074 0.211 0.32
H -0.70562 -1.85211 -2.42652 -0.215 -0.659 -0.011 0.56
H 0.43383 0.79897 -2.77595 0.875 0.689 -0.110 -1.21
H -1.68911 -0.32598 -4.60549 -0.528 -0.492 -0.053 0.34
H -0.44340 0.67734 -5.21487 0.257 0.133 -0.557 0.42
H -1.88052 2.62749 -4.78161 -0.038 -0.020 -0.026 -0.14
H -2.86156 1.07802 -2.12489 -0.350 -0.325 0.255 0.29
H -3.34154 2.67821 -2.70102 -0.667 0.368 0.089 0.49
H -0.74179 1.87509 -1.49685 0.822 0.108 -0.010 -0.38
H -3.01228 2.32443 -0.19752 -0.829 -0.323 0.215 0.54
H -2.38854 3.94680 -0.15048 -0.096 0.584 -0.026 0.39
H -1.49304 2.57647 0.49724 0.437 0.086 0.718 0.36
H 0.34120 5.26158 -2.14959 -0.213 0.720 -0.206 0.51
H 0.16838 4.37906 -0.67576 -0.100 -0.207 0.556 0.39
H 1.04759 3.97572 -4.18558 -0.541 0.534 -0.639 0.46
H 2.82574 2.60060 -4.96206 0.164 0.027 -0.696 0.39
H 4.06624 1.31822 -3.47246 0.623 -0.523 -0.306 0.16
H 3.61275 1.38594 -1.11973 0.327 -0.354 0.567 0.48
H 1.81758 2.79463 -0.33908 -0.161 0.008 0.890 0.39
N 4.35040 -2.48522 1.01747 -0.131 -0.099 0.171 -0.42
C 3.47326 -1.63547 0.40196 -0.053 0.237 -0.082 0.76
N 3.20885 -1.93278 -0.89941 0.047 -0.044 0.119 -0.20
O 2.96634 -0.68060 0.98302 0.078 -0.338 -0.020 -0.68
H 4.77817 -3.26384 0.55260 0.040 0.026 -0.012 0.15
H 4.57581 -2.30106 1.97627 0.084 0.031 0.020 0.26
H 2.57550 -1.33885 -1.39863 -0.093 0.056 -0.149 -0.01
H 3.62634 -2.71165 -1.37659 -0.002 0.077 -0.061 0.14
N 1.26356 -2.19102 4.09905 0.107 -0.130 0.009 -0.29
C 0.81118 -3.46894 3.93871 0.104 0.255 -0.146 0.59
N 1.21774 -4.08279 2.78859 0.038 -0.012 0.029 -0.37
O 0.09508 -4.02705 4.75706 0.166 -0.100 -0.052 -0.74
H 1.84590 -1.72469 3.42484 -0.099 0.039 -0.066 0.17
H 0.98648 -1.70099 4.92758 -0.072 0.024 0.011 0.18
H 0.90636 -5.02076 2.62609 -0.050 -0.027 0.021 0.19
H 1.80480 -3.63412 2.10971 -0.019 0.035 -0.001 0.14
N -5.81632 3.43062 2.35385 0.063 -0.095 -0.015 -0.32
C -5.11822 2.25582 2.25224 -0.336 0.012 -0.131 0.48
N -5.89169 1.12845 2.35970 0.079 0.084 -0.012 -0.33
O -3.91073 2.21298 2.09503 0.017 -0.004 0.079 -0.65
H -6.81265 3.47154 2.49644 -0.009 -0.044 0.153 0.21
H -5.29286 4.28234 2.28935 0.048 0.016 -0.025 0.18
H -5.42663 0.24255 2.30383 0.039 -0.029 0.021 0.20
H -6.88655 1.15743 2.49196 -0.015 0.059 0.024 0.22
N -8.49886 2.70850 6.52287 0.037 0.037 -0.188 -0.41
C -7.79886 2.73821 5.34749 0.143 -0.079 0.198 0.59
N -6.47626 2.42372 5.43044 -0.314 0.095 0.048 -0.29
O -8.32475 3.02609 4.27931 -0.064 -0.027 -0.097 -0.65
H -8.08357 2.47377 7.40299 0.032 -0.011 0.014 0.16
H -9.47382 2.93494 6.48492 -0.038 0.009 -0.015 0.22
H -5.97962 2.45100 4.56163 0.281 -0.026 0.005 0.21
H -6.00426 2.17594 6.27786 -0.001 -0.026 0.014 0.18
N -3.15272 -3.58483 8.49250 0.088 0.024 -0.129 -0.38
C -2.51556 -3.56806 7.26636 0.169 -0.080 0.223 0.58
N -1.18691 -3.87931 7.30524 0.000 0.117 -0.196 -0.32
O -3.11292 -3.29258 6.24266 -0.079 0.051 -0.003 -0.64
H -2.68767 -3.80792 9.35001 0.018 -0.022 0.023 0.15
H -4.12841 -3.36272 8.50643 -0.042 -0.004 -0.029 0.22
H -0.65964 -3.88800 6.43265 -0.236 -0.023 0.109 0.34
H -0.71627 -4.10020 8.16088 -0.048 -0.023 0.054 0.15
N 8.69838 -0.23168 -3.56827 -0.080 0.017 0.038 -0.39
C 7.36107 -0.42183 -3.35303 -0.060 -0.183 -0.062 0.61
N 6.69483 0.64691 -2.81633 0.096 -0.160 -0.059 -0.27
O 6.80300 -1.47560 -3.62340 -0.001 0.223 0.103 -0.64
H 9.17345 0.62338 -3.35445 0.009 0.021 0.001 0.15
H 9.21462 -0.99461 -3.96236 -0.011 -0.035 -0.022 0.24
H 5.71455 0.53228 -2.64702 -0.003 -0.003 0.066 0.17
H 7.13493 1.51698 -2.58767 -0.002 0.022 0.005 0.17
N 2.48278 -5.31369 -5.73317 0.088 0.031 0.048 -0.34
C 3.73486 -4.83844 -5.42692 -0.133 0.131 0.045 0.55
N 3.74581 -3.62635 -4.78734 0.006 -0.194 0.041 -0.17
O 4.75034 -5.44753 -5.70294 -0.015 -0.047 -0.004 -0.66
H 1.63886 -4.82117 -5.51242 -0.007 0.032 -0.003 0.15
H 2.42861 -6.19681 -6.20171 0.018 -0.034 -0.027 0.20
H 4.63739 -3.23852 -4.54233 0.153 0.119 -0.020 0.16
H 2.90964 -3.12353 -4.55728 0.034 -0.035 -0.034 -0.04